DFT (wB97M-V/def2-TZVPD) results for a cluster of 4 separate species, C37H46F30NO8 in total at a distorted geometry.

Geometry as XYZ:
```
122
Properties=species:S:1:pos:R:3
C -1.896 -2.682 -2.949
O -2.661 -2.667 -4.137
C -3.690 -1.690 -4.198
C -3.625 -0.871 -5.500
C -3.814 0.643 -5.292
C -2.497 1.395 -5.078
C -1.698 0.934 -3.855
C -0.346 1.658 -3.746
C 0.301 1.579 -2.357
C -0.265 2.523 -1.233
C 0.946 3.055 -0.462
O 1.111 2.848 0.697
C 2.208 3.786 -1.129
F 2.922 4.277 -0.102
F 2.977 2.858 -1.750
C 2.050 4.999 -2.106
F 0.999 5.748 -1.675
F 3.153 5.750 -2.000
C 1.833 4.698 -3.632
F 2.954 4.997 -4.313
F 1.562 3.396 -3.820
C 0.671 5.553 -4.188
O -0.381 5.094 -4.464
O 1.048 6.836 -4.336
C -1.198 3.607 -1.806
C -2.049 4.403 -0.796
C -1.279 5.304 0.178
C -2.993 5.310 -1.594
N -2.882 3.383 -0.080
O -3.958 3.064 -0.689
C -2.194 2.264 0.640
C -1.649 2.733 1.998
C -3.240 1.189 0.947
C -1.119 1.631 -0.278
H -0.965 -2.112 -3.068
H -2.459 -2.272 -2.101
H -1.639 -3.718 -2.712
H -4.658 -2.205 -4.137
H -3.622 -1.019 -3.332
H -2.660 -1.062 -5.986
H -4.396 -1.237 -6.186
H -4.301 1.070 -6.176
H -4.499 0.818 -4.452
H -1.858 1.233 -5.960
H -2.686 2.474 -5.002
H -1.492 -0.137 -3.973
H -2.299 1.061 -2.947
H -0.455 2.692 -4.095
H 0.348 1.183 -4.452
H 0.174 0.548 -1.997
H 1.380 1.705 -2.465
H 0.393 7.427 -3.938
H -1.937 3.062 -2.405
H -0.701 4.286 -2.512
H -1.966 5.657 0.955
H -0.922 6.187 -0.357
H -0.436 4.841 0.678
H -3.378 4.804 -2.483
H -2.430 6.186 -1.933
H -3.836 5.633 -0.980
H -1.156 1.893 2.497
H -0.923 3.528 1.926
H -2.465 3.090 2.638
H -2.790 0.465 1.635
H -3.566 0.660 0.050
H -4.106 1.632 1.445
H -0.453 1.011 0.330
H -1.655 0.947 -0.947
C 3.189 -6.102 -1.428
C 1.726 -6.081 -0.978
C 0.655 -5.908 -2.057
F 0.797 -4.704 -2.649
F -0.561 -5.960 -1.468
F 1.543 -5.170 -0.006
F 1.483 -7.325 -0.444
O 3.876 -4.887 -1.250
C 3.945 -3.956 -2.239
C 3.382 -2.610 -1.761
F 2.080 -2.747 -1.432
F 3.476 -1.716 -2.769
F 3.344 -4.362 -3.371
F 5.253 -3.745 -2.526
H 3.679 -6.804 -0.754
H 3.286 -6.492 -2.441
H 0.718 -6.697 -2.809
H 3.945 -2.254 -0.897
C 2.509 4.580 5.952
C 1.579 3.364 5.977
C 0.902 2.986 4.658
F 0.074 3.978 4.265
F 0.170 1.865 4.850
F 0.654 3.492 6.947
F 2.375 2.294 6.285
O 1.945 5.777 6.433
C 1.353 6.669 5.597
C -0.101 6.931 6.015
F -0.812 5.788 5.943
F -0.643 7.829 5.162
F 1.428 6.297 4.308
F 2.005 7.853 5.716
H 3.300 4.338 6.660
H 2.969 4.704 4.972
H 1.643 2.797 3.876
H -0.133 7.323 7.033
C 0.551 -7.562 4.016
C 1.929 -7.688 3.363
C 2.092 -8.756 2.279
F 1.932 -9.990 2.801
F 3.347 -8.666 1.776
F 2.887 -7.836 4.299
F 2.147 -6.501 2.718
O 0.421 -8.184 5.272
C -0.038 -9.457 5.391
C 0.983 -10.341 6.121
F 2.130 -10.395 5.415
F 0.480 -11.591 6.223
F -0.386 -9.991 4.207
F -1.150 -9.432 6.167
H 0.437 -6.497 4.218
H -0.241 -7.852 3.325
H 1.377 -8.603 1.470
H 1.180 -9.940 7.116
```

gap between HOMO and LUMO (alpha / beta) = 8.2 / 9.6 eV
energy relative to the best compared isomer or geometry (same formula, charge and spin) = 0.0 kJ/mol
HOMO level (alpha / beta) = -8.101 / -9.434 eV
2S+1 = 2
⟨S²⟩ = 0.75

=====

DFT (wB97M-V/def2-TZVPD) results for a structure of composition C37H46MnN6S2Si2 at a distorted geometry.

Geometry as XYZ:
```
94
Properties=species:S:1:pos:R:3
Mn 0.220 -0.774 0.633
C -0.179 2.325 -2.902
Si -1.609 1.434 -2.007
C -3.264 1.746 -2.905
C -1.186 -0.422 -2.127
C -2.602 1.445 0.809
C -2.761 -0.016 0.578
C -3.978 -0.473 0.086
C -4.287 -1.823 0.118
C -3.375 -2.667 0.746
C -2.173 -2.151 1.175
N -1.806 -0.865 1.017
Si -2.250 1.725 2.710
C -0.457 2.045 3.253
C -3.377 3.167 3.257
C -2.821 0.171 3.669
H -0.232 2.158 -3.973
H 0.782 1.948 -2.561
H -0.198 3.397 -2.732
H -3.287 1.251 -3.872
H -3.390 2.808 -3.089
H -4.122 1.401 -2.336
H -0.832 -0.654 -3.129
H -2.028 -1.075 -1.916
H -0.347 -0.679 -1.443
H -4.702 0.238 -0.284
H -5.230 -2.186 -0.263
H -3.600 -3.709 0.910
H -1.484 -2.784 1.721
H -0.073 3.008 2.938
H 0.194 1.270 2.852
H -0.392 1.992 4.337
H -3.241 4.050 2.641
H -3.159 3.440 4.284
H -4.425 2.884 3.211
H -2.010 -0.550 3.738
H -3.671 -0.325 3.209
H -3.102 0.439 4.684
C 4.458 -1.488 -0.335
C 4.944 -0.191 -0.391
C 4.085 0.854 -0.136
C 2.743 0.613 0.182
C 2.203 -0.699 0.200
C 3.123 -1.723 -0.060
C 1.841 1.721 0.437
C 2.306 2.987 0.820
C 1.440 4.040 0.848
C 0.104 3.853 0.427
C -0.739 4.953 0.249
C -2.039 4.765 -0.221
C -2.515 3.517 -0.431
C -1.747 2.259 -0.211
C -0.328 2.515 0.195
N 0.512 1.483 0.243
H 5.115 -2.327 -0.517
H 5.980 -0.005 -0.641
H 4.442 1.873 -0.202
H 2.794 -2.752 -0.081
H 3.342 3.122 1.093
H 1.756 5.032 1.140
H -0.361 5.939 0.464
H -2.663 5.623 -0.418
H -3.542 3.395 -0.739
H -3.617 1.841 0.686
C -1.845 -3.636 -4.546
C -0.551 -3.466 -3.824
C 0.648 -3.153 -4.405
C 1.787 -2.970 -3.599
N 1.698 -3.046 -2.257
C 0.564 -3.316 -1.694
S 0.358 -3.384 -0.003
N -0.569 -3.616 -2.444
C 3.144 -2.675 -4.147
H -1.729 -3.380 -5.596
H -2.611 -2.990 -4.110
H -2.199 -4.666 -4.476
H 0.716 -3.048 -5.476
H -1.422 -3.846 -1.957
H 3.124 -2.612 -5.232
H 3.835 -3.462 -3.841
H 3.520 -1.737 -3.735
C 3.260 0.281 3.730
N 3.316 -1.112 3.393
C 4.431 -1.894 3.233
C 4.026 -3.103 2.783
N 2.660 -3.064 2.684
C 2.229 -1.832 3.035
S 0.641 -1.323 3.179
H 4.268 0.662 3.865
H 2.674 0.427 4.638
H 2.771 0.825 2.917
H 5.409 -1.525 3.461
H 4.592 -3.980 2.553
H 2.061 -3.743 2.235
```

gap between HOMO and LUMO (alpha / beta) = 3.4 / 3.4 eV
HOMO level (alpha / beta) = -4.246 / -4.228 eV
2S+1 = 6
⟨S²⟩ = 8.77

=====

DFT (wB97M-V/def2-TZVPD) results for a structure of composition C37H46N9ReS4SbSi4Te.

Geometry as XYZ:
```
103
Properties=species:S:1:pos:R:3
Re -0.763 0.289 1.872
C -0.109 2.345 5.706
C 0.098 1.962 4.392
N -0.907 1.484 3.648
C -2.121 1.415 4.246
C -2.285 1.784 5.574
N -1.289 2.247 6.310
C -3.200 1.053 3.339
C -4.541 1.199 3.561
C -5.443 1.120 2.477
C -4.916 1.056 1.205
C -3.534 0.936 1.027
N -2.719 0.738 2.101
C -2.779 1.136 -0.157
C -3.328 1.270 -1.450
N -2.607 1.450 -2.523
C -1.264 1.540 -2.317
C -0.689 1.410 -1.088
N -1.418 1.172 0.038
C -6.903 1.226 2.690
C -7.794 0.491 1.914
C -9.155 0.628 2.138
N -9.675 1.429 3.063
C -8.820 2.127 3.805
C -7.443 2.062 3.662
H 0.722 2.729 6.284
H 1.072 2.041 3.925
H -3.253 1.693 6.051
H -4.907 1.409 4.556
H -5.565 1.164 0.346
H -4.403 1.195 -1.577
H -0.648 1.713 -3.187
H 0.385 1.459 -0.976
H -7.437 -0.200 1.161
H -9.861 0.056 1.546
H -9.255 2.781 4.553
H -6.810 2.678 4.288
S 2.862 -1.438 2.448
Sb 1.535 -1.375 4.683
S 2.882 2.356 2.404
S -0.669 -1.434 3.445
S 1.842 -3.495 5.290
N -4.261 -5.248 -6.707
C -3.761 -4.846 -5.755
C -3.135 -4.342 -4.562
C -2.864 -5.205 -3.503
C -2.269 -4.719 -2.353
C -1.934 -3.375 -2.275
C -2.187 -2.509 -3.332
C -2.801 -2.993 -4.473
N -1.318 -2.874 -1.100
C -0.337 -3.480 -0.341
C -0.017 -2.601 0.638
N -0.785 -1.457 0.494
C -1.552 -1.663 -0.556
H -3.132 -6.250 -3.579
H -2.084 -5.373 -1.511
H -1.890 -1.469 -3.270
H -3.006 -2.331 -5.303
H 0.054 -4.453 -0.581
H 0.691 -2.701 1.443
H -2.300 -1.000 -0.948
C 6.802 -0.299 -1.109
Si 5.801 0.347 0.352
C 6.387 2.061 0.823
C 6.093 -0.827 1.769
Si 3.610 0.491 -0.576
Te 1.940 0.492 1.452
Si 3.081 -1.311 -2.002
C 4.106 -1.155 -3.570
C 1.273 -1.257 -2.522
C 3.461 -2.932 -1.142
Si 3.516 2.543 -1.768
C 2.024 2.635 -2.914
C 3.552 4.078 -0.706
C 5.036 2.529 -2.879
H 7.862 -0.280 -0.838
H 6.683 0.285 -2.022
H 6.542 -1.338 -1.328
H 7.385 1.994 1.266
H 5.711 2.495 1.561
H 6.445 2.736 -0.032
H 7.179 -0.884 1.902
H 5.715 -1.831 1.576
H 5.644 -0.472 2.695
H 3.858 -0.241 -4.115
H 3.892 -2.000 -4.230
H 5.178 -1.152 -3.368
H 1.114 -0.524 -3.316
H 0.598 -1.020 -1.699
H 0.992 -2.239 -2.917
H 4.541 -3.076 -1.054
H 3.059 -3.771 -1.717
H 3.039 -2.969 -0.136
H 1.182 3.116 -2.415
H 1.703 1.662 -3.290
H 2.282 3.255 -3.777
H 2.663 4.158 -0.080
H 3.603 4.949 -1.367
H 4.415 4.090 -0.041
H 5.056 1.666 -3.548
H 5.969 2.546 -2.315
H 5.008 3.429 -3.502
```

gap between HOMO and LUMO (alpha / beta) = 5.6 / 5.3 eV
energy relative to the best compared isomer or geometry (same formula, charge and spin) = 108.4 kJ/mol
HOMO level (alpha / beta) = -6.929 / -6.833 eV
2S+1 = 2
⟨S²⟩ = 1.06

=====

DFT (wB97M-V/def2-TZVPD) results for a structure of composition C37H47As3ClF3NO4PbS at a distorted geometry.

Geometry as XYZ:
```
98
Properties=species:S:1:pos:R:3
Pb 0.199 -0.314 -1.434
C -3.616 1.038 2.393
C -4.728 0.022 2.125
C -5.023 -0.722 3.438
C -5.984 0.787 1.685
C -4.379 -0.986 1.038
C -5.341 -1.963 0.725
C -5.130 -2.935 -0.223
C -3.904 -2.965 -0.865
S -3.298 -4.142 -1.979
C -1.789 -3.271 -1.997
N -1.743 -2.201 -1.266
C -2.920 -1.998 -0.593
C -3.176 -0.998 0.349
C -0.670 -3.906 -2.694
C -0.322 -5.188 -2.253
C 0.720 -5.889 -2.825
C 1.453 -5.314 -3.853
C 1.121 -4.056 -4.314
C 0.056 -3.362 -3.750
H -3.904 1.656 3.240
H -3.469 1.691 1.538
H -2.679 0.542 2.638
H -5.245 -0.002 4.224
H -4.172 -1.324 3.746
H -5.883 -1.375 3.341
H -6.245 1.536 2.427
H -6.834 0.120 1.570
H -5.809 1.286 0.735
H -6.279 -1.973 1.253
H -5.888 -3.667 -0.455
H -2.404 -0.260 0.530
H -0.890 -5.622 -1.440
H 0.962 -6.880 -2.470
H 2.268 -5.857 -4.298
H 1.657 -3.590 -5.126
C -2.229 2.941 -0.723
As -0.426 2.221 -0.409
C 0.551 3.688 -1.248
C -0.184 2.657 1.526
C 1.022 2.030 2.257
C 2.261 2.127 1.376
C 0.739 0.575 2.652
As 0.842 -0.850 1.257
C 2.611 -1.603 1.613
C -0.183 -2.225 2.227
C 1.217 2.833 3.555
As 2.784 2.750 4.840
C 3.661 0.985 4.618
C 4.113 3.774 3.797
H -2.438 3.775 -0.050
H -2.988 2.172 -0.602
H -2.273 3.293 -1.753
H 0.333 4.628 -0.736
H 0.226 3.753 -2.285
H 1.619 3.491 -1.232
H -1.111 2.406 2.049
H -0.088 3.749 1.550
H 2.129 1.559 0.451
H 3.123 1.721 1.896
H 2.462 3.169 1.134
H -0.265 0.509 3.086
H 1.451 0.284 3.429
H 2.738 -1.807 2.677
H 3.375 -0.915 1.266
H 2.706 -2.535 1.054
H 0.141 -2.292 3.266
H -0.008 -3.186 1.744
H -1.250 -2.018 2.199
H 0.338 2.662 4.185
H 1.203 3.898 3.308
H 3.091 0.195 5.105
H 4.617 1.059 5.137
H 3.859 0.708 3.585
H 3.695 4.729 3.485
H 4.473 3.240 2.921
H 4.969 3.986 4.437
Cl 7.222 1.952 -3.919
C 5.800 1.334 -3.156
C 5.932 0.450 -2.076
C 4.818 -0.018 -1.440
C 3.504 0.347 -1.834
O 2.518 -0.103 -1.139
C 3.388 1.222 -2.963
C 2.141 1.678 -3.478
O 1.002 1.427 -3.075
C 4.557 1.699 -3.594
H 6.918 0.156 -1.751
H 4.910 -0.702 -0.609
H 2.226 2.361 -4.339
H 4.455 2.368 -4.435
F -0.176 0.330 -5.231
C -1.272 -0.384 -5.493
F -1.199 -0.765 -6.770
F -2.323 0.417 -5.352
C -1.398 -1.641 -4.579
O -2.454 -2.070 -4.216
O -0.191 -2.115 -4.351
```

gap between HOMO and LUMO = 7.6 eV
energy relative to the best compared isomer or geometry (same formula, charge and spin) = 0.0 kJ/mol
HOMO level = -10.121 eV
total charge = +1